--- P ---
Below is an isolated molecule of C4H3I, with properties calculated with ωB97M-V with the def2-TZVPD basis set.

Properties
E_HOMO (alpha / beta) (eV): -8.675 / -8.663
2S+1: 1
Orbital gap (alpha / beta) (Ha): 0.2602 / 0.2610

Each line ends with the Mulliken charge.
Geometry (Å):
H 2.18 -0.16 -1.42  0.286
I 3.06 -2.35 -0.22  0.117
H -0.29 0.40 1.91  0.212
C -0.36 -0.47 1.13  -0.551
H -1.21 -1.10 1.32  0.252
C 0.15 -0.48 -0.13  0.454
C 1.56 -0.97 -0.93  -0.227
C 0.24 -0.89 -1.43  -0.544

=====

--- Q ---
Below is an isolated molecule of C4H3I, with properties calculated with ωB97M-V with the def2-TZVPD basis set.

Properties
E_HOMO (alpha / beta) (eV): -8.039 / -8.036
2S+1: 1
Orbital gap (alpha / beta) (Ha): 0.2524 / 0.2526

Each line ends with the Mulliken charge.
Geometry (Å):
C 0.05 1.64 0.82  -0.296
I 2.52 -1.38 1.04  -0.036
H -1.14 1.54 -1.20  0.370
H 0.40 -2.36 -0.23  0.349
H -1.58 0.88 0.25  0.194
C 0.58 -1.23 -0.03  -0.639
C -0.12 -0.22 -0.35  -0.031
C -0.73 1.12 -0.29  0.089

=====

Most stable one: P, least stable one: Q.

=====

--- P ---
Below is a cluster of 3 separate species, C2H10NO3 in total, with properties calculated with ωB97M-V with the def2-TZVPD basis set.

Properties
E_HOMO (eV): -3.962
2S+1: 1
Orbital gap (Ha): 0.3017
Total charge: -1

Each line ends with the Mulliken charge.
Geometry (Å):
H -2.63 2.13 -1.55  0.273
H -1.15 0.27 0.85  0.464
N 1.44 -1.12 -0.60  -0.551
O -0.70 0.01 -0.48  -0.972
O -1.73 2.34 -1.74  -0.685
H 0.78 0.35 -1.83  0.418
C 0.71 0.11 -0.87  -0.601
H -1.94 0.26 2.34  0.228
H 1.99 -0.54 1.38  0.268
H 1.29 0.83 -0.36  0.355
C 1.41 -1.33 0.87  -0.747
H 1.90 -2.29 1.08  0.333
H -1.33 1.54 -1.34  0.432
O -1.27 0.66 1.77  -0.728
H 0.44 -1.51 1.45  0.234
H 0.78 -1.72 -0.96  0.279

=====

--- Q ---
Below is a cluster of 3 separate species, C2H10NO3 in total, with properties calculated with ωB97M-V with the def2-TZVPD basis set.

Properties
E_HOMO (eV): -3.667
2S+1: 1
Orbital gap (Ha): 0.2868
Total charge: -1

Each line ends with the Mulliken charge.
Geometry (Å):
H -0.81 1.72 -1.64  0.340
H 0.35 2.55 -0.59  0.241
H 1.46 0.74 -1.44  0.269
O 1.97 -2.32 0.71  -0.728
H -1.74 0.93 0.55  0.297
C -0.34 1.69 -0.65  -0.524
O -1.55 -1.57 0.99  -0.677
H -0.60 -1.44 1.13  0.377
H -1.78 -1.55 0.07  0.287
N -1.16 1.77 0.54  -0.767
H 1.43 -2.71 -0.01  0.251
H 1.70 -1.33 0.79  0.457
H 0.11 -0.37 -1.41  0.183
O 0.90 -0.04 0.44  -0.920
C 0.58 0.44 -0.78  -0.421
H -0.52 1.51 1.29  0.334

=====

--- R ---
Below is a cluster of 3 separate species, C2H10NO3 in total, with properties calculated with ωB97M-V with the def2-TZVPD basis set.

Properties
E_HOMO (eV): -3.385
2S+1: 1
Orbital gap (Ha): 0.2828
Total charge: -1

Each line ends with the Mulliken charge.
Geometry (Å):
C -0.73 0.68 -0.15  -0.364
H 0.21 0.62 2.39  0.338
N 0.96 0.75 -2.16  -0.729
O -0.38 0.69 3.16  -0.686
H -0.68 -0.38 -2.17  0.267
H -0.15 1.55 0.32  0.160
O 0.85 -2.80 1.04  -0.695
C -0.57 0.66 -1.70  -0.562
H 1.36 1.55 -1.66  0.224
H -1.10 1.42 -2.23  0.367
H -1.76 0.97 0.19  0.204
H 1.59 -0.06 -1.71  0.279
H -0.86 -0.17 3.07  0.324
H 0.83 -3.09 0.12  0.266
H 0.65 -1.88 1.05  0.486
O -0.22 -0.53 0.43  -0.879

=====

Most stable one: Q, least stable one: R.

=====

--- P ---
Below is an isolated molecule of CH3NOS2, with properties calculated with ωB97M-V with the def2-TZVPD basis set.

Properties
E_HOMO (eV): -8.274
2S+1: 1
Orbital gap (Ha): 0.3169

Each line ends with the Mulliken charge.
Geometry (Å):
C 0.70 0.35 0.29  -0.275
N -0.10 -0.77 0.58  -0.282
H 1.74 0.08 0.10  0.346
O -1.43 -0.45 0.39  -0.235
H 0.62 1.09 1.08  0.250
S -1.69 0.07 -1.22  0.075
H 0.14 -1.60 0.03  0.280
S 0.03 1.23 -1.25  -0.159

=====

--- Q ---
Below is an isolated molecule of CH3NOS2, with properties calculated with ωB97M-V with the def2-TZVPD basis set.

Properties
E_HOMO (eV): -9.488
2S+1: 1
Orbital gap (Ha): 0.3056

Each line ends with the Mulliken charge.
Geometry (Å):
H -0.63 0.65 -1.49  0.226
S 2.14 0.33 -0.41  -0.280
H 1.10 -0.58 1.97  0.211
H -2.06 1.37 -0.66  0.275
O 0.55 -1.98 0.07  -0.495
C -1.24 0.65 -0.59  -0.153
N -0.65 0.19 0.59  -0.283
S 0.78 -0.64 0.52  0.498

=====

Most stable one: P, least stable one: Q.

=====

--- P ---
Below is a cluster of 11 separate species, C22H33N11 in total, with properties calculated with ωB97M-V with the def2-TZVPD basis set.

Properties
E_HOMO (eV): -11.061
2S+1: 1
Orbital gap (Ha): 0.3998

Each line ends with the Mulliken charge.
Geometry (Å):
H 10.64 2.69 -11.22  0.174
C 12.64 -2.76 -6.57  -0.630
C 11.66 0.73 -3.74  -0.743
N 8.83 -2.88 -7.45  -0.525
H 15.38 3.48 -6.63  0.368
H 11.21 -0.20 -4.10  0.210
C 14.42 4.51 -11.28  -0.439
H 9.82 3.76 -10.07  0.392
C 9.67 2.97 -10.82  -1.077
H 13.98 3.82 -12.01  0.181
H 14.12 -3.90 -11.08  0.322
H 9.55 -1.87 -10.40  -0.104
C 11.53 0.04 -8.91  1.124
H 9.28 -0.38 -6.03  0.060
N 14.50 -1.57 -8.01  -0.447
C 13.06 -4.03 -11.30  -1.100
C 10.25 0.45 -13.01  0.389
N 12.79 6.52 -10.93  -0.428
C 13.50 5.63 -11.08  0.279
N 17.67 -0.18 -10.93  -0.422
C 8.50 0.16 -6.56  0.261
C 14.58 2.75 -6.49  -0.444
N 10.99 2.27 -5.74  -0.477
H 12.88 -5.06 -11.61  0.396
H 14.61 2.13 -7.39  -0.034
H 14.47 3.96 -10.35  0.049
N 14.88 1.43 -4.27  -0.520
H 11.22 1.11 -2.82  0.325
C 13.69 -2.07 -7.38  0.430
C 12.39 -3.80 -10.00  0.507
H 14.81 0.82 -10.54  -0.303
H 14.54 -0.86 -11.11  0.034
H 13.63 3.26 -6.37  0.277
H 14.90 0.49 -12.22  0.363
H 10.52 -0.01 -9.30  -0.510
H 11.73 -2.18 -6.54  0.020
C 16.54 -0.09 -11.11  0.123
C 8.99 1.92 -10.10  0.681
C 15.11 0.05 -11.24  0.164
H 12.69 -3.39 -12.10  0.264
C 14.78 2.00 -5.26  0.350
N 12.93 2.05 -9.85  -0.301
H 7.98 -2.57 -10.51  0.381
H 12.10 -0.85 -9.13  -0.370
H 9.66 0.78 -15.00  0.344
H 8.21 -0.39 -7.44  -0.037
C 7.31 0.37 -5.76  -0.055
C 11.37 1.64 -4.86  0.461
H 8.87 1.15 -6.80  0.146
C 8.95 -2.71 -10.04  -0.462
H 13.14 -2.90 -5.61  0.376
N 10.95 0.19 -12.13  -0.303
H 12.48 -3.70 -7.09  0.397
H 11.37 0.16 -7.84  0.045
C 12.29 1.19 -9.43  -0.086
N 6.37 0.52 -5.12  -0.445
C 9.23 0.73 -14.00  -0.954
N 8.37 1.14 -9.52  -0.484
H 9.50 -3.63 -10.23  0.266
C 8.86 -2.77 -8.59  0.499
H 15.38 4.89 -11.63  0.374
H 8.77 1.69 -13.78  0.260
H 12.72 0.55 -3.57  0.247
H 8.55 -0.12 -14.07  0.287
N 11.97 -3.69 -8.94  -0.442
H 9.04 3.39 -11.60  0.320

=====

--- Q ---
Below is a structure of composition C22H33N11, with properties calculated with ωB97M-V with the def2-TZVPD basis set.

Properties
E_HOMO (eV): -8.117
2S+1: 1
Orbital gap (Ha): 0.2851

Each line ends with the Mulliken charge.
Geometry (Å):
C 1.00 -3.06 -1.51  -0.707
H -2.91 -1.95 -0.29  0.343
H 1.27 -3.00 -0.46  -0.108
C 0.22 -0.43 3.26  0.096
C -1.10 3.68 0.51  -1.448
N -1.09 1.54 0.90  -0.829
C -2.49 0.38 2.83  -1.597
C -0.33 -2.36 -1.49  0.399
N -1.35 -1.80 -1.46  -0.576
H 1.80 -2.58 -2.07  0.292
C -3.77 0.82 0.07  -0.096
C -1.70 1.02 1.73  1.390
C -1.60 1.19 -4.21  0.021
C 1.13 -0.34 -0.19  0.169
C -0.23 0.09 -0.65  1.772
H 1.87 2.63 -2.48  0.472
H -0.83 0.27 0.24  -1.534
H 3.52 -2.46 1.65  1.093
H 2.49 -2.95 -0.13  0.707
H -3.08 -0.47 2.49  0.657
H -0.14 1.05 -1.17  -0.289
N -1.75 2.07 -4.94  -0.539
N -4.64 0.54 0.75  -0.626
N -0.30 -1.20 1.46  -0.264
N 1.44 3.59 0.41  -0.587
C 3.11 -2.42 -0.86  -1.538
N 5.53 -2.13 0.07  -0.572
H 0.75 -4.09 -1.79  0.377
N -0.15 -1.04 4.16  -0.784
H -1.86 0.13 3.68  0.391
H 2.57 -1.50 -1.10  0.510
C -2.85 -1.72 0.78  -1.289
H -0.44 3.31 1.29  0.379
H 0.34 0.07 1.16  0.354
H -3.42 -0.85 1.11  -0.121
H -3.09 1.25 3.11  0.401
C 3.61 -0.54 2.44  0.255
H 3.13 1.88 -1.39  0.455
H -1.85 0.43 -0.93  0.239
H -2.12 2.07 -0.53  0.104
H -0.69 -0.57 -1.39  0.054
N -0.55 2.31 -1.67  -0.428
N 2.17 -0.71 0.14  -0.127
H 1.46 1.13 -1.58  -0.323
C -2.65 1.16 -0.84  0.204
H -3.28 -2.58 1.30  0.340
H -1.31 0.66 -2.23  -0.087
N 4.16 0.27 3.01  -0.640
C 0.79 0.31 2.12  -0.435
H -0.56 -0.47 -3.43  0.434
C 4.45 -2.23 -0.32  0.378
H -2.09 3.51 0.95  0.374
H -1.00 4.76 0.43  0.392
H 0.55 1.37 2.20  0.415
H -2.34 -0.44 -3.09  0.447
C -1.42 0.15 -3.18  -1.468
C 1.69 2.87 -0.44  0.734
C 2.92 -1.55 1.63  -0.832
C -1.41 -1.44 1.14  1.632
H 3.25 -3.03 -1.75  0.561
H 1.87 0.22 2.09  0.190
H 1.96 -1.86 2.05  0.453
C 2.07 2.03 -1.59  -0.499
H -2.90 1.39 -1.88  0.915
H 2.95 -1.31 0.57  -0.486
C -0.79 2.92 -0.69  0.428

=====

Most stable one: P, least stable one: Q.